--- P ---
A 4-piece molecular cluster, C4H14O3 overall, computed with wB97M-V/def2-TZVPD.

## Properties
SMILES	C/C=C/C.O.O.O
charge	0

Cartesian coordinates (Å):
C -1.4743 0.2019 -3.2483
C -1.3625 0.1994 -1.7675
C -2.4154 0.1332 -0.9533
C -2.3919 0.4639 0.4961
H -1.3552 1.2062 -3.6429
H -2.4425 -0.2152 -3.5476
H -0.7270 -0.4219 -3.7467
H -0.4079 0.3839 -1.2692
H -3.3803 0.0817 -1.4670
H -3.2477 0.1051 1.0504
H -2.3020 1.5253 0.7591
H -1.5406 -0.0337 0.9700
H 2.1812 -1.1002 0.9114
H 0.9296 -1.8302 0.3780
O 1.2333 -0.9824 0.7220
H 0.3021 1.4831 2.4838
H 0.9019 0.8695 1.2607
O 0.9171 1.6973 1.7711
H 4.6318 -1.1657 1.3421
H 3.9105 -0.9728 2.6860
O 3.8228 -1.3872 1.8167

Mulliken atomic charge list, values in e, 5 entries: C -1.157; C 0.096; C -0.182; C -0.863; H 0.259

=====

--- Q ---
C4H14O3 as an isolated structure, computed with wB97M-V/def2-TZVPD.

## Properties
charge	0

Cartesian coordinates (Å):
C -1.7643 -0.5181 -0.4489
C -0.5198 0.0543 -1.0105
C -0.0309 1.2947 -0.6459
C 1.0895 1.8943 -1.3682
H -1.7534 -1.5927 -0.6741
H -1.9193 -0.3025 0.6009
H -2.6595 -0.2266 -1.0553
H -0.0205 -0.5583 -1.7384
H -0.2776 1.7708 0.2720
H 1.9780 1.2852 -0.7940
H 1.2878 1.6196 -2.4137
H 1.1429 3.0023 -1.3328
H 2.9505 -0.2649 -0.1397
H -2.4926 -1.6137 0.4610
O 2.7344 0.6568 0.0541
H -1.1856 -1.9918 1.1256
H -0.8584 -2.5181 2.5267
O -0.3849 -2.1857 1.7468
H 0.3936 -0.4604 1.9991
H 1.5786 0.2732 1.1861
O 0.7115 0.3816 1.6491

Mulliken atomic charge list, values in e, 5 entries: C -1.637; C 0.099; C -0.170; C -0.845; H 0.373

=====

--- R ---
C4H14O3 as an isolated structure, computed with wB97M-V/def2-TZVPD.

## Properties
charge	0

Cartesian coordinates (Å):
C -0.0803 1.8065 -0.5334
C -0.5575 0.6499 -1.0143
C -0.1882 0.0494 -2.3437
C -0.4497 2.2271 0.8739
H 0.6665 2.3365 -1.1244
H -1.1559 0.0901 -0.2691
H -0.0410 -0.9885 -2.1499
H 0.7122 0.6084 -2.7658
H -1.0580 0.1902 -3.0185
H 0.4585 2.6796 1.3363
H -1.1207 3.0125 0.6830
H -0.8076 1.3441 1.4431
H -0.9664 -2.2324 1.4498
H 1.0310 0.3272 -0.0324
O -0.7234 -1.4844 0.9098
H 1.0709 -3.0391 -0.8673
H 0.0379 -1.8959 -0.0691
O 0.5725 -2.2386 -1.0740
H 0.4128 -0.5066 2.0175
H 0.9015 -0.2636 3.3281
O 1.0899 -0.0344 2.4322

Mulliken atomic charge list, values in e, 5 entries: C -0.302; C -0.107; C -0.854; C -0.977; H 0.356

=====

It comes down to P, which is 493.7 kJ/mol more stable than the next structure.

=====

--- P ---
C22H26N4O3S as an isolated structure, computed with wB97M-V/def2-TZVPD.

## Properties
charge	0

Cartesian coordinates (Å):
C -0.9644 -2.2811 -1.0578
H 0.0823 -1.8710 -0.8033
O -1.7746 -1.9756 -0.1265
C -3.1397 -2.6825 -0.3147
C -4.0981 -2.0094 -1.3607
N -4.4483 -0.6281 -0.5937
C -3.8739 0.5163 -0.7793
N -4.1688 1.6636 -0.3206
C -5.0995 1.1388 0.5974
C -5.7145 1.6780 1.7111
C -6.6713 1.1347 2.4758
C -6.8795 -0.3277 2.0855
C -6.0583 -1.2316 1.0574
C -5.1916 -0.1782 0.4661
H -6.2237 -2.1177 0.8371
H -7.5316 -1.0330 2.9157
H -7.1418 1.2151 3.3167
H -5.6633 2.7211 2.0040
S -2.5828 0.9040 -2.3547
C -2.0199 2.4759 -1.7868
H -2.8207 2.9959 -1.4985
H -1.8490 2.9869 -2.7025
C -0.7590 2.4946 -0.9507
O -0.6180 3.2969 -0.0130
N 0.0633 1.5084 -1.5206
C 1.3633 1.0145 -0.6819
C 2.0361 -0.2231 -1.2352
C 3.2686 -0.2639 -0.7155
C 3.6591 0.1645 0.5710
C 3.0005 1.1874 1.0915
C 1.7787 1.7324 0.4183
H 1.1673 2.3901 0.7957
H 3.3271 1.7543 1.9443
N 4.8878 -0.3310 1.0650
C 5.6050 -1.4351 0.6333
H 4.9911 -1.9304 0.3099
C 6.6902 -0.9857 -0.6201
H 7.2715 -1.8322 -0.4639
O 7.5421 0.0250 0.0594
C 6.7558 1.2583 0.5794
C 5.9278 0.7125 1.7378
H 5.1923 1.7693 2.1211
H 6.2717 0.3253 2.4731
H 7.5847 1.6713 0.8901
H 6.2430 1.6634 -0.4350
H 6.3013 -0.6677 -1.3509
H 6.2613 -1.8796 1.5371
H 3.9083 -1.3667 -1.1310
H 1.6946 -0.4448 -2.2280
H -0.3682 0.7698 -1.9579
H -5.0400 -2.3241 -1.3823
H -3.6390 -1.6464 -2.2408
H -3.4534 -2.6397 0.6101
H -3.0322 -3.7521 -0.5935
H -1.2043 -1.8532 -1.9547
H -0.8457 -3.2569 -1.1295

Mulliken atomic charge list, values in e, 5 entries: C -0.748; H -0.042; O -0.334; C -0.652; C -0.951

=====

--- Q ---
One molecule with the formula C22H26N4O3S, computed with wB97M-V/def2-TZVPD.

## Properties
SMILES	NCCCNC(=O)Cn1c(=O)c2c3c(sc2n(Cc2ccccc2)c1=O)CCCC3
charge	0

Cartesian coordinates (Å):
N -5.5227 -0.8803 -0.8343
H -5.6407 -1.2507 0.1043
H -6.1133 -1.4237 -1.4545
C -5.9168 0.5226 -0.8630
C -4.9564 1.3511 -0.0110
H -4.9003 0.9109 0.9881
H -5.3360 2.3684 0.0882
C -3.5583 1.3683 -0.6264
N -2.5716 1.8390 0.3174
C -1.6517 2.7749 0.0306
O -1.6112 3.4035 -1.0036
C -0.6171 2.9651 1.1592
N 0.3170 1.8434 1.1733
C -0.1138 0.6850 1.7730
O -1.1693 0.6266 2.3838
N 0.6939 -0.4242 1.6591
C 1.8871 -0.3312 1.0106
C 2.3695 0.8496 0.4936
C 3.6625 0.6950 -0.0985
C 4.1222 -0.5762 -0.0132
S 2.9875 -1.6424 0.7873
C 5.4260 -1.0648 -0.5398
C 6.3367 0.1343 -0.8138
C 5.5785 1.2091 -1.5901
C 4.4513 1.7895 -0.7382
H 3.7849 2.4137 -1.3349
H 4.8619 2.4289 0.0488
H 6.2598 2.0070 -1.8876
H 5.1598 0.7678 -2.4969
H 7.2117 -0.1947 -1.3761
H 6.6806 0.5521 0.1344
H 5.8931 -1.7481 0.1736
H 5.2598 -1.6250 -1.4665
C 1.5697 2.0503 0.5636
O 1.8940 3.1443 0.1629
C 0.1802 -1.7107 2.1173
C -0.5321 -2.4149 0.9891
C -1.7921 -1.9798 0.5944
C -2.4348 -2.5664 -0.4810
C -1.8228 -3.6039 -1.1655
C -0.5744 -4.0522 -0.7696
C 0.0721 -3.4576 0.3007
H 1.0484 -3.8076 0.6037
H -0.0975 -4.8648 -1.2977
H -2.3205 -4.0645 -2.0060
H -3.4094 -2.2099 -0.7829
H -2.2685 -1.1785 1.1377
H 1.0230 -2.3017 2.4832
H -0.5118 -1.5008 2.9363
H -1.1128 3.0318 2.1294
H -0.0347 3.8644 0.9515
H -2.5021 1.3495 1.2012
H -3.3059 0.3514 -0.9474
H -3.5211 2.0323 -1.4921
H -6.9470 0.6847 -0.5047
H -5.8648 0.8602 -1.9013

Mulliken atomic charge list, values in e, 5 entries: N -0.456; H 0.205; H 0.208; C -0.810; C -0.392

=====

--- R ---
One molecule with the formula C22H26N4O3S, computed with wB97M-V/def2-TZVPD.

## Properties
SMILES	CCC(C)(C)NC(=O)[C@@H](c1cccs1)N(C(=O)c1ccn[nH]1)c1cccc(OC)c1
charge	0

Cartesian coordinates (Å):
C 3.2830 3.2003 -2.0620
H 3.8295 3.0259 -2.9845
H 3.7487 4.0369 -1.5460
C 1.8197 3.5258 -2.3421
H 1.7675 4.3886 -3.0088
H 1.3337 3.8049 -1.4035
C 1.0097 2.3836 -2.9751
N 0.9615 1.2912 -2.0064
C 0.3263 0.1317 -2.1839
O -0.3118 -0.1991 -3.1643
C 0.4434 -0.8365 -0.9796
C 1.8545 -1.1224 -0.5679
C 2.2490 -1.8391 0.5209
C 3.6511 -1.9782 0.6120
C 4.2995 -1.3797 -0.4176
S 3.2132 -0.6234 -1.5137
H 5.3535 -1.3287 -0.6045
H 4.1470 -2.5035 1.4084
H 1.5604 -2.2514 1.2376
N -0.3553 -0.3613 0.1574
C 0.0812 0.6688 0.9165
O 1.1774 1.2002 0.7457
C -0.8173 1.2074 1.9463
C -2.1889 1.2729 2.1422
C -2.3449 2.0760 3.2762
N -1.1747 2.4785 3.7412
N -0.2722 1.9631 2.9319
H 0.7137 2.1440 3.0510
H -3.2526 2.3702 3.7634
H -2.9617 0.8256 1.5532
C -1.5195 -1.1086 0.4578
C -1.6563 -1.7004 1.7018
C -2.7924 -2.4509 2.0030
C -3.7763 -2.6151 1.0324
C -3.6138 -2.0386 -0.2168
C -2.4946 -1.2872 -0.5185
H -2.3712 -0.8412 -1.4929
H -4.3793 -2.1773 -0.9649
H -4.6649 -3.1909 1.2344
O -2.8305 -2.9784 3.2537
C -3.9446 -3.7550 3.6254
H -4.8703 -3.1722 3.5890
H -3.7560 -4.0659 4.6515
H -4.0457 -4.6416 2.9916
H -0.8984 -1.5835 2.4602
H -0.0248 -1.7744 -1.3063
H 1.3774 1.4634 -1.0959
C 1.6469 1.8789 -4.2714
H 2.6055 1.4104 -4.0667
H 1.7896 2.7032 -4.9648
H 0.9971 1.1388 -4.7295
C -0.4174 2.8716 -3.2537
H -0.8798 3.2352 -2.3379
H -0.4045 3.6764 -3.9834
H -1.0136 2.0527 -3.6462
H 3.3780 2.3199 -1.4319

Mulliken atomic charge list, values in e, 5 entries: C -1.031; H 0.303; H 0.395; C -0.990; H 0.476

=====

It comes down to Q, which is 220.3 kJ/mol more stable than the next structure.

=====

--- P ---
C26H26BCoF9O3S4 as an isolated structure, computed with wB97M-V/def2-TZVPD.

## Properties
expectation value of S²	0.89
spin multiplicity	2
charge	0

Cartesian coordinates (Å):
Co -0.7312 -0.0171 -0.3903
F -0.6609 -6.2185 2.0154
C -0.7688 -5.2206 1.1347
C -1.4176 -4.0498 1.4841
F -1.9277 -3.9151 2.7137
C -1.5010 -3.0176 0.5722
F -2.1104 -1.8858 0.9702
C -0.9491 -3.0876 -0.7031
S -1.0196 -1.7486 -1.8362
C -0.3029 -4.2801 -1.0182
F 0.2691 -4.4350 -2.2151
C -0.2084 -5.3325 -0.1233
F 0.4350 -6.4523 -0.4631
O -1.0816 1.1225 1.2907
S -0.7249 2.1930 2.2844
C 0.9665 1.7910 2.8198
C 1.9272 1.6034 1.6497
C 2.8641 0.3968 1.8135
C 3.2115 -0.2094 0.4555
S 1.9221 -1.3723 -0.0956
O 0.6579 -0.9147 0.6350
C 2.4015 -2.8035 0.8539
C 1.7436 -3.1101 2.0331
C 2.0936 -4.2674 2.7167
C 3.0827 -5.1007 2.2163
C 3.7322 -4.7827 1.0291
C 3.3888 -3.6329 0.3375
C -0.4007 3.7146 1.4171
C -0.1578 3.7346 0.0548
C 0.1337 4.9486 -0.5529
C 0.1586 6.1155 0.1963
C -0.1122 6.0840 1.5597
C -0.3994 4.8783 2.1781
H 0.8162 0.8616 3.3742
H 1.2633 2.5668 3.5277
H 2.4989 2.5142 1.4663
H 1.3397 1.4425 0.7503
H 2.3817 -0.3639 2.4322
H 3.7848 0.6766 2.3286
H 4.1361 -0.7881 0.4503
H 3.2727 0.5390 -0.3347
H 0.9597 -2.4565 2.3928
H 1.5785 -4.5236 3.6334
H 3.3415 -6.0086 2.7449
H 4.4938 -5.4406 0.6326
H 3.8676 -3.3950 -0.6056
H -0.1825 2.8261 -0.5275
H 0.3610 4.9624 -1.6102
H 0.3880 7.0584 -0.2831
H -0.1044 6.9981 2.1386
H -0.6226 4.8413 3.2386
O -2.0257 1.0801 -1.3388
S -3.3913 0.4553 -1.6359
C -4.4776 1.9066 -1.7362
C -4.4736 2.3768 -3.1861
C -4.4936 1.0970 -4.0172
C -3.3935 0.2152 -3.4405
H -4.0785 2.6179 -1.0150
H -5.4690 1.5843 -1.4137
H -3.5636 2.9443 -3.3892
H -5.3277 3.0213 -3.3932
H -4.3226 1.2807 -5.0776
H -5.4661 0.6072 -3.9210
H -2.3986 0.5635 -3.7270
H -3.4710 -0.8471 -3.6572
F 0.8024 1.1354 -1.3336
B 1.6800 1.6287 -2.4210
F 2.1825 2.8452 -1.9664
F 0.9078 1.7653 -3.5522
F 2.6915 0.6835 -2.5608

Mulliken atomic charge list, values in e, 5 entries: Co 1.499; F -0.397; C 0.806; C 0.011; F -0.370

=====

--- Q ---
C26H26BCoF9O3S4 as an isolated structure, computed with wB97M-V/def2-TZVPD.

## Properties
expectation value of S²	1.18
spin multiplicity	2
charge	0

Cartesian coordinates (Å):
Co 0.6422 -1.3934 0.1707
F 5.2914 2.8357 2.9219
C 4.5165 1.7648 2.7367
C 3.3882 1.5757 3.5089
F 3.0681 2.4690 4.4518
C 2.5798 0.4751 3.2835
F 1.4725 0.3769 4.0324
C 2.8549 -0.4772 2.3092
S 1.8091 -1.8671 2.0399
C 4.0200 -0.2706 1.5714
F 4.3851 -1.1383 0.6286
C 4.8314 0.8340 1.7616
F 5.9222 1.0126 1.0085
O 1.9694 -0.0434 -0.5062
S 2.4442 1.3042 -0.9562
C 1.3155 1.7942 -2.2879
C -0.1534 1.6405 -1.9135
C -1.0104 1.0031 -3.0192
C -2.1389 0.1802 -2.4130
S -1.5916 -1.4947 -1.9359
O -0.0930 -1.3610 -1.6967
C -1.6845 -2.2582 -3.5401
C -0.5317 -2.4918 -4.2672
C -0.6393 -3.1004 -5.5104
C -1.8824 -3.4702 -6.0018
C -3.0290 -3.2469 -5.2496
C -2.9331 -2.6445 -4.0062
C 1.9883 2.4959 0.2874
C 0.9631 2.2506 1.1877
C 0.6831 3.2099 2.1506
C 1.4237 4.3821 2.2137
C 2.4595 4.6060 1.3166
C 2.7521 3.6544 0.3516
H 1.5947 1.1184 -3.0995
H 1.6089 2.8062 -2.5737
H -0.5709 2.6060 -1.6217
H -0.2213 0.9991 -1.0360
H -0.3935 0.3551 -3.6467
H -1.4290 1.7641 -3.6805
H -2.9828 0.0215 -3.0847
H -2.5056 0.6352 -1.4912
H 0.4270 -2.2222 -3.8459
H 0.2531 -3.2957 -6.0901
H -1.9589 -3.9493 -6.9689
H -3.9946 -3.5596 -5.6239
H -3.8156 -2.4991 -3.3940
H 0.4058 1.3223 1.1576
H -0.1021 3.0268 2.8735
H 1.2100 5.1134 2.9820
H 3.0551 5.5064 1.3834
H 3.5814 3.8009 -0.3313
O -1.0912 -0.2201 0.7737
S -2.3232 -0.8734 1.4095
C -3.1134 0.5210 2.2856
C -3.1162 0.2008 3.7783
C -1.8372 -0.5900 4.0316
C -1.8055 -1.6604 2.9536
H -4.1008 0.6958 1.8620
H -2.4648 1.3662 2.0479
H -3.9884 -0.4065 4.0300
H -3.1718 1.1163 4.3681
H -1.8102 -1.0357 5.0256
H -0.9613 0.0544 3.9334
H -2.5321 -2.4585 3.1215
H -0.8296 -2.1046 2.7719
F -0.4741 -2.9987 0.6209
B -1.2496 -4.2201 0.1969
F -2.5197 -4.0239 0.7200
F -0.6089 -5.3043 0.7251
F -1.2564 -4.2152 -1.1931

Mulliken atomic charge list, values in e, 5 entries: Co 1.034; F -0.389; C 0.632; C 0.357; F -0.405

=====

It comes down to P, which is 24.3 kJ/mol more stable than the next structure.

=====

--- P ---
ArH20O10 as an isolated structure, computed with wB97M-V/def2-TZVPD.

## Properties
charge	0

Cartesian coordinates (Å):
Ar -5.1741 9.8253 -14.0960
O -7.4668 8.7427 -11.6617
H -6.7603 8.6004 -12.2916
H -8.1896 9.0881 -12.1856
O -2.9563 8.5797 -16.1545
H -3.3599 7.9515 -16.7535
H -2.8523 8.0967 -15.3346
O -3.8602 11.2507 -11.2035
H -4.7239 11.2214 -10.7920
H -3.6883 10.3461 -11.4653
O -3.1040 13.0115 -13.3001
H -3.4742 12.4252 -12.6402
H -3.8472 13.2477 -13.8553
O -8.7977 10.3260 -13.9872
H -8.7684 10.2442 -14.9405
H -8.6415 11.2557 -13.8213
O -2.6607 7.3334 -13.8347
H -3.5674 7.2594 -13.5370
H -2.2279 7.8550 -13.1587
O -4.0766 11.1254 -17.1515
H -3.2179 11.3679 -17.4980
H -3.9516 10.2462 -16.7943
O -5.4746 6.8957 -13.2572
H -5.6298 6.5643 -14.1417
H -5.9399 6.2839 -12.6867
O -6.4383 10.9716 -10.1862
H -6.7807 10.2550 -10.7205
H -6.0299 10.5382 -9.4367
O -4.9439 13.2368 -15.2919
H -5.8482 13.2035 -15.6038
H -4.5969 12.3622 -15.4681

Mulliken atomic charge list, values in e, 5 entries: Ar 0.014; O -0.696; H 0.346; H 0.316; O -0.671

=====

--- Q ---
ArH20O10 as an isolated structure, computed with wB97M-V/def2-TZVPD.

## Properties
charge	0

Cartesian coordinates (Å):
Ar 0.5777 0.1638 0.0165
O -1.6031 -2.0881 0.3257
H -2.2970 -2.7194 0.1355
H -0.8496 -2.4018 -0.1743
O -1.8776 0.7381 -3.2301
H -2.4043 1.4858 -3.5125
H -2.0927 0.6292 -2.3038
O 0.7991 3.9451 0.2523
H 1.3595 3.4167 0.8206
H 0.3379 3.3061 -0.2912
O -0.4645 3.2011 -2.1515
H -1.1281 3.7778 -2.5300
H -0.6559 2.3395 -2.5218
O 2.5365 -0.7453 2.2815
H 2.8373 -0.8600 3.1829
H 2.0219 -1.5314 2.0983
O -2.3356 -1.7797 3.3834
H -1.8464 -1.6065 2.5790
H -2.8701 -2.5469 3.1787
O 0.5103 -2.7020 -1.4857
H 1.1169 -1.9765 -1.3374
H 0.9744 -3.4733 -1.1603
O 1.9819 2.1316 1.9800
H 2.0473 1.1767 1.9792
H 1.7403 2.3549 2.8789
O 3.0911 -1.7184 -1.6058
H 3.6407 -0.9627 -1.3984
H 3.3641 -2.3919 -0.9829
O -2.7966 0.3763 -0.5117
H -2.3584 -0.3311 -0.0387
H -3.3571 0.7919 0.1435

Mulliken atomic charge list, values in e, 5 entries: Ar -0.027; O -0.576; H 0.285; H 0.306; O -0.666

=====

It comes down to P, which is 29.4 kJ/mol more stable than the next structure.

=====

--- P ---
An isolated ion of composition C3H9N2O and charge -1, computed with wB97M-V/def2-TZVPD.

## Properties
SMILES	NCCNC[O-]
charge	-1

Cartesian coordinates (Å):
C 0.2746 -0.3891 1.1063
N 0.5220 -0.9410 -0.2071
C -0.2546 -1.0618 -1.6669
O -1.5243 -1.1566 -1.6250
C 0.1671 1.1197 1.1048
N -0.8364 1.6327 0.1811
H 0.9909 -0.7239 1.8742
H -0.6271 -0.8632 1.5422
H 1.3365 -1.5549 -0.2049
H 0.4366 -1.8529 -2.0284
H 0.1533 -0.1325 -2.1756
H 1.1353 1.5367 0.7874
H -0.0278 1.4050 2.1478
H -1.3050 0.8369 -0.2525
H -0.4412 2.1450 -0.5834

Mulliken atomic charge list, values in e, 5 entries: C -0.672; N -0.252; C -0.447; O -0.788; C -0.404

=====

--- Q ---
A 2-piece molecular cluster, C3H9N2O overall, computed with wB97M-V/def2-TZVPD.

## Properties
charge	-1

Cartesian coordinates (Å):
N 0.9303 0.7527 -2.5565
C 1.4808 -0.2954 -1.6591
O 0.6430 -0.5571 -0.6319
H 1.5589 1.4671 -2.8813
H 0.1456 1.1904 -2.0975
H 1.6324 -1.1903 -2.2975
H 2.4683 0.0522 -1.2780
C -0.4492 0.0555 2.4440
C -1.9919 -0.4734 0.7688
N -1.8434 -0.2405 2.0136
H -0.3722 1.1085 2.7219
H 0.2561 -0.1634 1.6318
H -0.2564 -0.5506 3.3329
H -3.0320 -0.6422 0.4717
H -1.1703 -0.5135 0.0170

Mulliken atomic charge list, values in e, 5 entries: N -0.609; C -0.280; O -0.782; H 0.190; H 0.216

=====

It comes down to Q, which is 17.1 kJ/mol more stable than the next structure.